{"formula": "C39H111N15O12", "method": "the ωB97M-V functional and the def2-TZVPD basis", "lumo_energy_ha": [-0.0729, -0.2646], "total_charge": 1, "s2": 0.7549, "e_above_lowest_kcal_mol": 0.0, "gap_ev": [8.63, 3.41], "spin_multiplicity": 2, "symbols": ["C", "O", "N", "N", "H", "H", "H", "H", "C", "O", "N", "N", "H", "H", "H", "H", "C", "O", "N", "N", "H", "H", "H", "H", "C", "C", "C", "O", "C", "N", "H", "H", "H", "H", "H", "H", "H", "H", "H", "H", "H", "C", "C", "C", "O", "C", "N", "H", "H", "H", "H", "H", "H", "H", "H", "H", "H", "H", "C", "C", "C", "O", "C", "N", "H", "H", "H", "H", "H", "H", "H", "H", "H", "H", "H", "C", "C", "C", "O", "C", "N", "H", "H", "H", "H", "H", "H", "H", "H", "H", "H", "H", "C", "C", "C", "O", "C", "N", "H", "H", "H", "H", "H", "H", "H", "H", "H", "H", "H", "C", "C", "C", "O", "C", "N", "H", "H", "H", "H", "H", "H", "H", "H", "H", "H", "H", "C", "C", "C", "O", "C", "N", "H", "H", "H", "H", "H", "H", "H", "H", "H", "H", "H", "C", "C", "C", "O", "C", "N", "H", "H", "H", "H", "H", "H", "H", "H", "H", "H", "H", "C", "C", "C", "O", "C", "N", "H", "H", "H", "H", "H", "H", "H", "H", "H", "H", "H"], "positions_angstrom": [[-17.617890, 10.397710, 18.102910], [-18.738210, 10.176050, 18.475470], [-16.621770, 10.547680, 18.943050], [-17.278630, 10.293350, 16.850700], [-15.684260, 10.813400, 18.677420], [-16.917800, 10.410940, 19.898970], [-16.292160, 10.479040, 16.738920], [-17.982270, 10.290490, 16.126150], [-19.933650, 9.682000, 22.202910], [-20.674840, 9.466690, 23.105780], [-19.047450, 8.794850, 21.880310], [-19.841640, 10.758630, 21.470680], [-19.139120, 7.891520, 22.322680], [-18.704000, 8.775000, 20.930710], [-19.279440, 10.726460, 20.632230], [-20.487860, 11.533220, 21.520740], [-17.656300, 6.369120, 17.188750], [-17.674400, 5.223450, 16.766000], [-18.075410, 6.689730, 18.381750], [-17.063730, 7.291560, 16.568010], [-18.040710, 7.619080, 18.775720], [-18.448110, 5.872490, 18.843610], [-16.669040, 7.226780, 15.640590], [-16.999380, 8.228430, 16.939800], [-21.414860, 15.312050, 17.548310], [-21.131640, 14.201720, 18.539510], [-22.281050, 13.979790, 19.575890], [-21.991700, 13.027010, 20.629820], [-23.222340, 12.660310, 21.304700], [-20.876800, 12.946400, 17.911870], [-21.802490, 14.881630, 16.624950], [-20.498710, 15.780520, 17.188740], [-22.066860, 16.080330, 17.963950], [-20.285960, 14.594200, 19.104210], [-23.174660, 13.660740, 19.039440], [-22.600960, 14.976380, 19.880140], [-23.858280, 12.016400, 20.697200], [-23.758840, 13.441140, 21.843750], [-22.977770, 11.971950, 22.113680], [-20.739450, 12.380710, 18.737240], [-19.976190, 13.043190, 17.465080], [-26.448220, 10.252160, 29.311350], [-25.054680, 10.210710, 28.632660], [-25.020410, 9.859410, 27.162020], [-23.592660, 10.034050, 26.692240], [-23.374570, 9.771480, 25.342360], [-24.416480, 11.452020, 28.991280], [-27.131770, 10.772320, 28.640310], [-26.486220, 10.783380, 30.262380], [-26.895950, 9.261570, 29.391160], [-24.453650, 9.497690, 29.196980], [-25.691810, 10.375750, 26.475930], [-25.246140, 8.815320, 26.945190], [-22.305610, 9.761890, 25.129430], [-23.904810, 10.501360, 24.730640], [-23.692850, 8.785030, 25.005130], [-25.130860, 12.163080, 28.926750], [-23.766050, 11.595740, 28.232080], [-25.586800, 6.773840, 17.925320], [-24.682720, 7.409610, 16.810000], [-23.138620, 7.415920, 17.249210], [-22.857260, 8.496320, 18.205510], [-21.469760, 8.700740, 18.494590], [-24.660320, 6.508640, 15.651570], [-25.489590, 7.361860, 18.837940], [-25.165560, 5.797420, 18.164620], [-26.642150, 6.751370, 17.653600], [-24.992920, 8.385070, 16.435340], [-22.556940, 7.675680, 16.364750], [-22.857620, 6.458140, 17.687160], [-21.327770, 9.758030, 18.718410], [-20.847080, 8.372950, 17.662180], [-21.213560, 8.232870, 19.445150], [-25.623430, 6.436490, 15.356090], [-24.511620, 5.574940, 16.006820], [-25.554980, 4.946410, 23.412870], [-24.696190, 4.050030, 22.521160], [-23.746340, 4.854800, 21.610580], [-22.511500, 5.195160, 22.268720], [-21.473030, 5.846500, 21.508480], [-23.831000, 3.244440, 23.418220], [-24.831240, 5.507440, 24.004090], [-26.235200, 4.349360, 24.020260], [-26.192560, 5.577610, 22.793850], [-25.427030, 3.469010, 21.958650], [-24.247060, 5.738750, 21.215590], [-23.635180, 4.219570, 20.731820], [-21.400210, 6.897960, 21.786390], [-21.614750, 5.819200, 20.428080], [-20.483830, 5.521310, 21.830720], [-22.982650, 3.743600, 23.644570], [-23.540690, 2.362000, 23.021840], [-15.237800, 5.871810, 24.733190], [-15.584560, 6.622730, 23.448310], [-16.183220, 5.855760, 22.201320], [-16.240810, 6.825590, 21.100150], [-15.046620, 7.478480, 20.657490], [-16.673260, 7.585950, 23.848350], [-15.898160, 5.074330, 25.073840], [-15.350660, 6.605240, 25.531590], [-14.223120, 5.476260, 24.687730], [-14.709530, 7.201850, 23.153290], [-17.139630, 5.406270, 22.468420], [-15.653210, 4.949350, 21.908750], [-15.033870, 7.555390, 19.570280], [-14.175820, 6.877960, 20.920520], [-14.944420, 8.455650, 21.129500], [-16.917770, 8.115060, 23.023520], [-16.223080, 8.184090, 24.526340], [-17.411390, 11.107350, 23.565500], [-17.905700, 11.619970, 24.896250], [-19.319390, 12.381310, 24.880840], [-19.256430, 13.326970, 23.818280], [-20.391110, 14.167220, 23.749280], [-18.016140, 10.485620, 25.818860], [-17.787880, 11.681130, 22.718660], [-17.672550, 10.055260, 23.451410], [-16.324240, 11.053160, 23.508360], [-17.147080, 12.290810, 25.299430], [-19.516420, 12.828260, 25.855270], [-20.118210, 11.714900, 24.555450], [-20.134500, 15.225970, 23.713180], [-21.123770, 13.883240, 24.504700], [-21.031520, 13.987210, 22.885820], [-18.469630, 9.730210, 25.325100], [-18.368020, 10.533940, 26.764350], [-27.925100, 7.739410, 21.252260], [-26.621000, 8.170040, 21.932070], [-25.974570, 9.350140, 21.244160], [-24.842820, 9.893000, 21.755040], [-23.668060, 9.065710, 21.800780], [-26.843420, 8.300640, 23.372500], [-28.597740, 7.187930, 21.909170], [-27.772540, 7.063350, 20.410980], [-28.482160, 8.636410, 20.981730], [-25.806110, 7.446960, 21.897220], [-26.704730, 10.155230, 21.326640], [-25.881740, 9.379510, 20.158520], [-23.923480, 8.288540, 22.521110], [-22.866740, 9.742030, 22.098410], [-23.285050, 8.669240, 20.860460], [-26.018340, 8.772960, 23.713470], [-27.378200, 9.147880, 23.500210], [-18.306310, 13.741560, 20.406140], [-17.241160, 14.830090, 20.727400], [-17.759320, 16.101000, 19.994090], [-16.792030, 17.086710, 19.644200], [-16.061890, 17.809820, 20.678710], [-17.303970, 14.864960, 22.209590], [-17.911410, 12.814370, 20.821450], [-18.434630, 13.571890, 19.337100], [-19.254440, 14.118540, 20.789590], [-16.334720, 14.423360, 20.279030], [-18.567470, 16.547370, 20.573520], [-18.189960, 15.827900, 19.030730], [-15.424300, 17.244990, 21.358810], [-16.648190, 18.401260, 21.381950], [-15.509970, 18.522560, 20.065930], [-17.830450, 15.688990, 22.462350], [-17.876570, 14.118550, 22.577160], [-19.616350, 6.249320, 24.929830], [-20.621270, 5.037580, 24.800410], [-20.369970, 3.822330, 25.764310], [-19.139690, 3.157960, 25.426520], [-18.279580, 2.944970, 26.528560], [-22.007120, 5.584310, 24.935590], [-19.680600, 6.618580, 25.953360], [-19.654970, 6.974510, 24.116990], [-18.630100, 5.799000, 24.817470], [-20.434970, 4.508060, 23.866070], [-21.157550, 3.068820, 25.758160], [-20.289460, 4.137260, 26.804710], [-18.790400, 2.739930, 27.469360], [-17.635860, 3.805330, 26.711630], [-17.503230, 2.201860, 26.346440], [-22.494610, 5.739110, 24.064680], [-22.130320, 6.339070, 25.595330]], "forces_ev_per_a": [[-0.8, -0.8, 0.2], [-2.8, -0.2, 1.5], [1.7, 0.4, 2.2], [1.6, 0.5, -2.6], [-0.2, -0.1, 0.4], [0.7, 0.4, 0.1], [-0.4, 0.0, -1.4], [0.4, 0.1, 0.0], [-0.4, 1.0, -0.6], [-2.9, -0.1, 3.4], [3.4, -4.1, -1.7], [-0.4, 2.8, -1.8], [0.1, 0.2, -0.2], [0.1, -0.1, 0.1], [-0.1, 0.1, -0.1], [-0.1, -0.1, 0.2], [0.1, -4.4, -0.1], [-0.8, -1.1, -0.2], [-1.9, 0.0, 3.1], [3.2, 6.0, -3.7], [-0.2, -0.4, 0.0], [0.0, 0.6, 0.5], [-0.3, -0.7, 0.3], [-0.2, -0.3, -0.1], [-0.2, -0.2, -0.7], [-1.0, 1.1, 1.6], [-0.2, 0.4, -1.2], [-1.1, 1.1, -0.3], [0.9, -1.2, 0.5], [0.4, -0.2, 0.2], [-0.7, 0.0, 0.1], [0.2, 0.2, 0.4], [0.0, 0.0, -0.2], [0.2, -0.3, 0.3], [0.0, -0.6, -0.3], [0.4, 0.1, 1.1], [-0.2, 0.6, -0.5], [0.0, 0.6, -0.7], [0.6, 0.0, 0.1], [0.3, -1.1, -0.3], [0.3, -0.5, -0.3], [-0.4, -0.6, -1.5], [-0.6, -0.5, 2.1], [1.8, -0.6, -1.4], [-1.5, -0.2, 1.4], [-0.1, 0.0, -0.3], [0.1, 0.6, -0.9], [-0.1, 0.3, -0.1], [0.5, -0.3, 0.0], [0.1, -0.1, 0.3], [-0.1, -0.7, -0.4], [0.0, 0.8, 0.2], [-0.1, -0.4, 0.5], [0.0, 0.5, 0.1], [0.1, 0.1, -0.4], [-0.5, -0.5, 0.2], [0.1, 0.6, -0.1], [0.5, 0.7, 0.1], [1.1, 1.5, -0.1], [1.6, -1.6, 1.0], [-1.1, 2.3, 0.5], [-0.4, -0.8, -0.3], [-1.1, 0.2, 0.1], [-0.5, 0.1, -0.1], [-0.1, 0.1, 0.2], [-0.3, -0.2, -0.2], [0.1, -0.3, -0.1], [0.0, 0.1, 0.5], [0.0, -0.5, -0.2], [0.0, -0.2, -0.1], [0.0, 0.1, -0.5], [0.2, 0.0, 0.2], [0.3, -0.7, 0.0], [-0.3, 0.1, -0.6], [0.4, -0.4, 0.0], [0.2, -0.2, -0.6], [0.9, 0.7, 1.6], [-0.9, -0.1, -1.1], [0.0, 0.0, -0.3], [-0.3, 0.8, 0.4], [-0.8, -0.7, 0.0], [-0.5, 0.4, 0.4], [0.4, 0.0, 0.3], [0.2, 0.3, 0.2], [0.7, -0.4, -0.3], [0.1, 0.4, 0.2], [1.0, -0.1, -0.1], [-0.7, 0.4, 0.0], [0.0, -0.4, 0.1], [-0.1, -0.9, -0.3], [-0.1, -0.1, -0.3], [-0.1, -0.1, -0.1], [0.1, -0.1, -0.2], [-2.0, -0.3, -0.1], [2.0, 1.2, 0.5], [-1.1, -0.8, 0.4], [0.1, -1.1, 0.7], [0.8, -1.0, -0.4], [-0.3, -0.2, -0.6], [0.6, 0.0, 0.1], [0.0, 0.0, 0.2], [0.2, -0.3, -0.2], [-0.6, 0.9, -0.3], [0.8, 0.2, -0.2], [-0.4, 0.1, 0.0], [0.2, 0.0, 0.1], [0.0, 0.2, 0.0], [0.0, 0.4, 0.0], [-0.4, 0.6, 0.1], [0.2, -0.5, -0.3], [-1.6, 0.7, 1.6], [1.8, -0.8, -1.8], [0.0, 0.9, 0.2], [-1.0, -0.5, -0.3], [0.7, -1.0, -0.7], [0.0, 0.0, 0.2], [-0.5, 0.2, -0.1], [0.2, 0.5, 0.2], [-0.2, 0.3, 0.0], [0.0, 0.1, 0.0], [-0.1, -0.6, 0.7], [0.1, -0.1, 0.5], [0.3, 0.6, 0.8], [0.5, -0.2, -0.8], [-0.2, -0.2, 0.2], [-0.1, 0.8, -0.2], [0.2, -0.2, 0.1], [0.8, -1.3, -0.3], [-2.6, 1.7, -1.2], [2.4, 0.3, 1.0], [-0.5, 0.9, 0.3], [0.4, 1.5, 0.1], [0.3, 0.0, 0.4], [0.1, 0.4, -0.3], [0.0, 0.0, -0.4], [-0.4, -1.0, -0.4], [-0.4, 0.4, 0.4], [0.0, -1.4, -0.5], [0.8, -0.3, 0.1], [-0.1, -0.3, 0.7], [-0.8, -0.3, -0.5], [1.2, -0.6, 0.5], [-1.5, 0.1, -0.1], [0.8, 0.5, -0.8], [-2.5, -1.1, -0.3], [1.3, 0.2, 0.4], [0.4, 0.1, 1.2], [-0.5, 0.1, -0.8], [1.0, 1.1, -0.5], [-0.6, -0.1, 0.4], [0.1, 0.0, -0.2], [-0.1, -0.7, 0.3], [0.6, 0.7, 0.4], [-0.2, 0.1, 0.3], [0.1, -0.2, 0.0], [0.2, -0.7, -0.6], [-0.9, 0.0, -0.3], [0.4, -0.1, 0.4], [0.2, 0.4, 0.2], [0.2, -0.3, 0.0], [-0.1, -1.5, 0.4], [-0.4, -0.4, 0.2], [1.3, -0.2, 1.3], [-0.9, 0.5, -0.3], [1.1, 0.6, 0.6], [2.9, -0.1, -0.4], [0.0, 0.6, -0.2], [-0.6, 0.2, 0.4], [0.1, -0.2, 0.1], [-0.9, 0.6, -0.6], [-0.4, 0.3, -0.6], [-0.1, 0.4, 0.1], [-0.2, -0.3, -0.2], [-0.3, 0.7, 0.0], [-0.7, -0.6, -0.5], [-0.7, -0.4, -1.1], [-0.1, 0.0, 0.8]], "mulliken_spin": [0.00, 0.00, 0.00, 0.00, 0.00, 0.00, 0.00, 0.00, 0.00, -0.01, 0.00, 0.00, 0.00, 0.00, 0.00, 0.00, 0.00, 0.00, 0.00, 0.00, 0.00, 0.00, 0.00, 0.00, 0.00, 0.00, 0.00, 0.00, 0.00, 0.00, 0.00, 0.00, 0.00, 0.00, 0.00, 0.00, 0.00, 0.00, 0.00, 0.00, 0.00, 0.00, 0.00, 0.00, 0.00, 0.00, 0.00, 0.00, 0.00, 0.00, 0.00, 0.00, 0.00, 0.00, 0.00, 0.00, 0.00, 0.00, 0.00, 0.00, 0.00, 0.00, 0.00, 0.00, 0.00, 0.00, 0.00, 0.00, 0.00, 0.00, 0.00, 0.00, 0.00, 0.00, 0.00, 0.00, 0.00, 0.00, 0.00, 0.00, 0.00, 0.00, 0.00, 0.00, 0.00, 0.00, 0.00, 0.00, 0.00, 0.00, 0.01, 0.00, 0.00, 0.00, 0.00, 0.00, 0.00, 0.01, 0.00, 0.00, 0.00, 0.00, 0.00, 0.00, 0.00, 0.00, 0.00, 0.00, 0.00, 0.00, 0.00, 0.00, 0.00, 0.00, 0.00, 0.00, 0.00, 0.00, 0.00, 0.00, 0.00, 0.00, 0.00, 0.00, 0.00, 0.00, 0.00, 0.00, 0.00, 0.00, 0.00, 0.00, 0.00, 0.00, 0.00, 0.00, 0.00, 0.00, 0.00, 0.00, 0.00, 0.00, 0.00, 0.00, 0.00, 0.00, 0.00, 0.00, 0.00, 0.00, 0.00, 0.00, 0.00, 0.00, 0.00, 0.00, 0.00, 0.00, 0.00, 0.00, 0.08, -0.03, 0.05, 0.01, 0.00, 0.85, 0.00, 0.02, 0.02, 0.01, 0.00, 0.00, 0.00, 0.00, 0.00, 0.00, -0.04]}